# 1
Below is the ion C3H8NO2S with charge -1, with properties calculated with the ωB97M-V functional and the def2-TZVPD basis.

Last column: Löwdin charge in e.
Positions of all 15 atoms, in Å:
C: -0.6415 -0.9937 0.7860  -0.1131
C: -0.2186 1.8665 -0.2113  -0.2082
C: 0.1031 -0.5628 -0.4754  -0.3683
N: -0.3711 0.6813 -0.9951  -0.4096
O: -0.3237 -0.0884 -3.4777  -0.5551
O: -1.1053 2.1664 -2.8784  -0.5384
S: -0.0492 1.1686 -2.7224  0.6158
H: -0.3627 -0.2872 1.5872  0.0523
H: -1.7002 -0.8700 0.5175  0.0746
H: -0.5617 1.8309 0.8575  0.0772
H: 0.9076 2.0545 -0.4148  0.0754
H: -0.6071 2.7043 -0.7953  0.0387
H: 1.2627 -0.4685 -0.2751  0.1244
H: -0.3045 -2.0532 0.9550  0.0735
H: 0.0080 -1.1634 -1.3271  0.0609

## Properties
HOMO-LUMO gap = 7.372 eV
Net charge = -1
Total energy = -19661.0749 eV
Energy relative to the best compared isomer or geometry (same formula, charge and spin) = 2.745 eV
Highest occupied orbital energy = -0.1223 Ha

***

# 2
Below is a cluster of 3 separate species, C4H13NO2 in total, with properties calculated with the ωB97M-V functional and the def2-TZVPD basis.

Last column: Löwdin charge in e.
Positions of all 20 atoms, in Å:
C: 0.4878 -0.7357 2.1608  -0.1283
C: -0.5810 -0.1381 1.2161  -0.2700
C: -1.7341 0.6002 1.8072  -0.1379
C: -1.5604 1.8394 2.3081  -0.2399
N: -2.4686 2.7227 2.8846  0.0367
H: 1.2103 -0.0134 2.5583  0.0631
H: 1.1057 -1.4126 1.5608  0.0622
H: 0.2328 -1.2898 3.0694  0.0671
H: 0.0183 0.6147 0.6993  0.0999
H: -0.8833 -1.0022 0.6324  0.0966
H: -2.7657 0.2588 1.7720  0.0931
H: -0.5343 2.1835 2.1777  0.1106
H: -3.3432 2.2598 3.0321  0.0705
H: -2.5234 3.6108 2.4219  0.0763
H: 3.7585 -1.7284 -3.5624  0.0214
H: 3.0358 -0.5343 -4.0965  0.0153
O: 3.8427 -0.7856 -3.6509  -0.0473
H: 0.1834 -3.1301 -4.3492  0.0393
H: 0.5652 -1.7030 -4.5220  0.0366
O: 0.9009 -2.5922 -4.7132  -0.0654

## Properties
HOMO-LUMO gap = 8.559 eV
Total energy = -9942.7594 eV
Energy relative to the best compared isomer or geometry (same formula, charge and spin) = 1.437 eV
Highest occupied orbital energy = -0.3000 Ha

***

# 3
Below is a cluster of 2 separate species, C2H10N2O in total, with properties calculated with the ωB97M-V functional and the def2-TZVPD basis.

Last column: Löwdin charge in e.
Positions of all 15 atoms, in Å:
C: -1.3569 -2.0798 1.1595  -0.1351
O: -1.5693 -1.3567 -0.0623  -0.1405
H: -0.3300 -2.4166 1.2021  0.0714
H: -1.5394 -1.4111 1.9997  0.0762
H: -2.0470 -2.9150 1.2413  0.0774
H: -2.1569 -1.8755 -0.6150  0.0758
N: 1.3345 1.8334 0.6433  -0.0202
C: 0.8271 1.6396 -0.7248  -0.3852
N: 0.8549 0.3007 -1.2473  -0.0027
H: 0.9286 1.0781 1.1951  0.0497
H: 2.3294 1.5937 0.6167  0.0535
H: -0.2042 1.9902 -0.7385  0.1020
H: 1.3899 2.3101 -1.3861  0.0984
H: 1.7160 -0.1954 -1.0762  0.0578
H: 0.0581 -0.2656 -0.9964  0.0215

## Properties
HOMO-LUMO gap = 9.334 eV
Total energy = -7263.2219 eV
Energy relative to the best compared isomer or geometry (same formula, charge and spin) = 0.701 eV
Highest occupied orbital energy = -0.3155 Ha